# 1
An isolated ion of composition C3HNOS3 and charge -2. Source: the Open Molecules 2025 dataset; level of theory: ωB97M-V/def2-TZVPD.

```
9
C3HNOS3 (ωB97M-V/def2-TZVPD)
O 1.7828 2.0361 0.0000
C 0.8517 1.2270 0.0000
N 0.9451 -0.1058 0.0000
C -0.2232 -0.8928 0.0000
S 0.0535 -2.5896 0.0000
C -1.3661 -0.1572 0.0000
S -3.0091 -0.5556 0.0000
S -0.8706 1.6213 0.0000
H 1.8360 -0.5835 0.0000
```

spin multiplicity	1
Kohn-Sham gap	4.30	eV
lowest unoccupied orbital energy	5.9	eV
net charge	-2

Atom charges from the Mulliken analysis, given in e for atoms 1 to 8: number 1, O, carries -0.726; number 2, C, carries 0.433; number 3, N, carries -0.002; number 4, C, carries -0.460; number 5, S, carries -0.669; number 6, C, carries 0.158; number 7, S, carries -0.632; number 8, S, carries -0.277

***

# 2
C3HO3V as an isolated structure. Source: the Open Molecules 2025 dataset; level of theory: ωB97M-V/def2-TZVPD.

```
8
C3HO3V (ωB97M-V/def2-TZVPD)
C -0.3494 -0.4078 -0.5414
C 0.9534 -0.7972 -0.5675
O -1.2517 -0.3183 -1.5328
H -0.8675 -0.5954 -2.3721
O -0.6232 0.4098 0.5122
V -0.2632 0.2864 3.0926
O 1.6555 0.4207 0.3841
C 0.7462 1.0019 1.0249
```

spin multiplicity	5
Kohn-Sham gap (spin up / spin down)	6.00 / 6.29	eV
lowest unoccupied orbital energy (spin up / spin down)	-1.5 / -1.2	eV

And the Mulliken charges, in e, turn out to be: number 1, C, carries 0.726; number 2, C, carries -0.817; number 3, O, carries -0.473; number 4, H, carries 0.336; number 5, O, carries -0.302; number 6, V, carries 0.570; number 7, O, carries -0.130; number 8, C, carries 0.091

***

# 3
C3HOSn as an isolated structure. Source: the Open Molecules 2025 dataset; level of theory: ωB97M-V/def2-TZVPD.

```
6
C3HOSn (ωB97M-V/def2-TZVPD)
O 0.7674 -0.4414 -0.0096
C -0.4192 -0.0966 -0.0736
C -1.6009 0.3294 -0.1419
C -2.9201 0.0481 -0.0864
H -3.3943 0.5440 0.7834
Sn 2.4393 0.0371 0.0044
```

spin multiplicity	1
Kohn-Sham gap (spin up / spin down)	5.12 / 5.19	eV
lowest unoccupied orbital energy (spin up / spin down)	-6.8 / -6.8	eV
net charge	+1

And the Mulliken charges, in e, turn out to be: number 1, O, carries -0.461; number 2, C, carries 0.670; number 3, C, carries -0.001; number 4, C, carries -0.390; number 5, H, carries 0.229; number 6, Sn, carries 0.954

***

# 4
An isolated ion of composition C3IO2 and charge -1. Source: the Open Molecules 2025 dataset; level of theory: ωB97M-V/def2-TZVPD.

```
6
C3IO2 (ωB97M-V/def2-TZVPD)
O 2.1276 0.8813 0.2578
C 1.3617 0.0092 0.0234
O 1.4657 -1.1591 -0.1686
C -0.1837 0.3223 -0.0840
C -1.3488 0.1010 -0.0538
I -3.4224 -0.1546 0.0253
```

spin multiplicity	1
Kohn-Sham gap	7.09	eV
lowest unoccupied orbital energy	2.6	eV
net charge	-1

And the Mulliken charges, in e, turn out to be: number 1, O, carries -0.636; number 2, C, carries 0.450; number 3, O, carries -0.588; number 4, C, carries -0.096; number 5, C, carries -0.201; number 6, I, carries 0.072